No. 1
{"formula": "C30H83ClN7O4", "method": "ωB97M-V/def2-TZVPD", "homo_lumo_gap_ev": 7.006, "de_lowest_kj_mol": 276.6, "charge": 1, "elements": ["N", "H", "H", "H", "H", "N", "H", "H", "H", "H", "Cl", "O", "O", "O", "O", "C", "C", "N", "C", "C", "C", "C", "H", "H", "H", "H", "H", "H", "H", "H", "H", "H", "H", "H", "H", "H", "H", "C", "C", "N", "C", "C", "C", "C", "H", "H", "H", "H", "H", "H", "H", "H", "H", "H", "H", "H", "H", "H", "H", "C", "C", "N", "C", "C", "C", "C", "H", "H", "H", "H", "H", "H", "H", "H", "H", "H", "H", "H", "H", "H", "H", "C", "C", "N", "C", "C", "C", "C", "H", "H", "H", "H", "H", "H", "H", "H", "H", "H", "H", "H", "H", "H", "H", "C", "C", "N", "C", "C", "C", "C", "H", "H", "H", "H", "H", "H", "H", "H", "H", "H", "H", "H", "H", "H", "H"], "positions_angstrom": [[2.756, -0.940, 2.586], [2.254, -0.708, 1.741], [3.328, -1.738, 2.349], [2.126, -1.361, 3.255], [3.307, -0.201, 2.998], [1.638, -1.411, -2.960], [0.944, -1.358, -2.229], [1.779, -0.479, -3.324], [1.305, -2.045, -3.672], [2.321, -1.949, -2.446], [0.200, 0.168, 0.149], [1.625, 0.474, 0.295], [-0.576, 0.251, 1.351], [-0.312, 1.044, -0.819], [0.293, -1.146, -0.383], [1.408, -5.001, 5.030], [1.935, -3.891, 4.119], [1.478, -2.518, 4.366], [1.631, -2.126, 5.755], [1.600, -0.550, 5.880], [0.079, -2.542, 3.946], [-0.055, -2.852, 2.421], [1.075, -4.708, 6.025], [2.194, -5.690, 5.338], [0.576, -5.383, 4.437], [2.961, -3.853, 4.485], [1.989, -4.274, 3.100], [0.830, -2.524, 6.378], [2.533, -2.567, 6.181], [0.660, -0.203, 5.450], [1.624, -0.161, 6.898], [2.406, -0.124, 5.283], [-0.532, -1.648, 4.073], [-0.496, -3.330, 4.432], [-0.126, -3.927, 2.250], [0.802, -2.571, 1.810], [-0.975, -2.337, 2.145], [3.712, 1.579, -2.393], [2.450, 2.049, -3.029], [2.076, 1.205, -4.196], [2.796, 1.539, -5.436], [2.747, 0.446, -6.453], [0.600, 1.027, -4.387], [-0.225, 2.354, -4.523], [3.583, 0.497, -2.437], [3.942, 2.045, -1.435], [4.541, 1.752, -3.079], [1.623, 1.889, -2.338], [2.417, 3.086, -3.365], [2.390, 2.443, -5.890], [3.857, 1.691, -5.235], [2.803, -0.527, -5.966], [1.806, 0.517, -6.997], [3.577, 0.560, -7.151], [0.181, 0.430, -3.577], [0.504, 0.220, -5.114], [-1.296, 2.297, -4.332], [-0.086, 2.743, -5.531], [0.138, 3.110, -3.827], [-2.413, -3.977, -0.886], [-3.738, -3.338, -1.357], [-3.639, -2.728, -2.656], [-2.986, -1.391, -2.445], [-2.998, -0.574, -3.755], [-4.836, -2.729, -3.564], [-5.989, -1.730, -3.156], [-1.769, -4.351, -1.682], [-2.552, -4.764, -0.145], [-1.773, -3.231, -0.414], [-4.381, -4.215, -1.293], [-4.076, -2.591, -0.639], [-1.943, -1.571, -2.183], [-3.346, -0.918, -1.531], [-2.531, -1.155, -4.551], [-2.367, 0.308, -3.649], [-3.929, -0.113, -4.084], [-4.624, -2.367, -4.571], [-5.177, -3.679, -3.975], [-6.537, -1.373, -4.028], [-6.637, -2.222, -2.431], [-5.623, -0.836, -2.650], [-7.113, 1.508, -1.412], [-6.477, 2.686, -0.696], [-5.175, 3.148, -1.263], [-4.811, 4.416, -0.586], [-3.577, 5.196, -1.048], [-4.140, 2.166, -1.311], [-3.879, 1.410, 0.031], [-6.506, 0.612, -1.275], [-7.214, 1.685, -2.482], [-8.128, 1.353, -1.046], [-7.335, 3.355, -0.759], [-6.334, 2.539, 0.375], [-5.622, 5.101, -0.834], [-4.759, 4.383, 0.502], [-2.656, 4.621, -0.957], [-3.543, 5.596, -2.062], [-3.501, 6.103, -0.448], [-3.212, 2.563, -1.722], [-4.285, 1.429, -2.101], [-3.615, 2.153, 0.783], [-3.094, 0.658, -0.045], [-4.736, 0.802, 0.324], [2.351, 2.295, 3.432], [3.753, 2.243, 2.753], [4.557, 1.116, 3.209], [5.867, 0.982, 2.499], [5.741, 0.874, 0.991], [4.731, 1.154, 4.669], [5.519, -0.068, 5.232], [2.500, 2.770, 4.402], [1.931, 1.301, 3.588], [1.680, 2.811, 2.746], [3.623, 2.054, 1.687], [4.345, 3.149, 2.885], [6.500, 1.805, 2.830], [6.426, 0.088, 2.777], [5.371, 1.736, 0.434], [6.748, 0.712, 0.609], [5.036, 0.127, 0.626], [3.837, 1.379, 5.250], [5.274, 2.068, 4.910], [6.562, -0.191, 4.942], [4.975, -0.948, 4.886], [5.524, -0.169, 6.318]], "forces_ev_per_a": [[-0.1, -1.5, -1.3], [-0.3, 1.0, -0.6], [0.7, -0.1, -0.1], [-1.1, -0.7, 1.4], [1.2, 1.3, -0.1], [-1.0, -2.4, 0.9], [-1.3, 0.4, 0.7], [1.6, 1.5, -0.7], [-0.3, 0.0, -0.5], [1.3, 0.6, -0.2], [1.6, 1.1, 0.1], [0.3, 0.9, 1.6], [0.8, -0.5, -0.1], [-1.1, 1.2, -1.3], [-1.4, -3.0, -0.8], [-1.0, 0.2, -0.2], [3.0, -0.3, 2.4], [-1.5, -0.7, -0.7], [-0.2, 1.5, 1.0], [-0.2, -1.3, -0.5], [-1.0, -0.1, -1.7], [-0.1, -0.3, 0.9], [-0.4, 0.6, -0.3], [-0.1, -0.5, -1.0], [-0.1, -1.1, 0.8], [0.6, 0.2, -0.6], [-0.4, 0.7, -0.1], [-0.3, -0.1, 0.0], [0.3, 0.2, -0.2], [0.0, 0.1, -0.1], [0.2, -0.3, 0.0], [0.0, 0.0, 0.3], [0.8, 0.5, 0.6], [0.1, -0.1, 0.5], [-0.4, 0.0, 0.0], [-0.2, 0.6, 0.0], [0.3, -0.3, -0.7], [0.6, -0.2, -1.2], [-1.9, 0.0, -0.8], [-0.4, -0.7, 0.4], [0.1, 0.1, 0.5], [-0.5, -0.3, -0.5], [0.1, 0.5, 0.6], [0.7, -0.6, -0.6], [0.4, -0.2, 1.0], [-0.2, -0.4, 0.0], [0.3, 0.2, 0.1], [0.0, 0.3, 0.3], [0.3, 0.3, 0.4], [0.1, 0.4, 0.1], [-0.1, 0.3, 0.5], [0.1, -0.1, -0.1], [0.1, -0.3, -0.2], [-0.1, -0.1, -0.1], [0.0, 0.7, 1.0], [-0.3, 0.8, -1.2], [0.1, -0.5, -0.1], [-0.1, 0.2, 0.0], [0.2, -0.2, 0.1], [0.9, 1.0, 0.4], [0.3, -1.6, 0.2], [-0.2, 0.5, -1.2], [-0.4, -1.0, -1.6], [0.7, 0.7, 0.7], [-0.2, 2.1, -0.1], [0.4, -1.2, 0.6], [-0.5, -0.3, -0.4], [-0.2, 0.0, -0.1], [0.1, 0.2, 0.3], [-0.8, 0.4, -0.6], [-0.2, -0.1, 0.5], [0.2, -0.2, -0.1], [-0.7, 0.5, -0.2], [-0.3, -0.2, -0.1], [0.3, 0.0, 0.3], [-0.3, -0.6, 0.1], [1.3, 0.5, 0.1], [-0.1, -0.7, 1.5], [-0.2, -0.3, 0.0], [-0.4, 0.2, -0.1], [0.4, -0.1, -0.1], [0.7, -0.6, 0.1], [0.1, -0.1, -0.5], [-1.1, 1.5, 0.2], [-0.3, 0.7, -1.3], [0.6, -0.3, -0.2], [0.8, -1.7, 0.4], [0.1, 0.2, -0.8], [-0.3, -0.3, -0.1], [0.2, 0.2, 0.0], [0.1, -0.2, 0.2], [0.9, 1.3, -0.1], [-0.2, -0.5, 0.3], [-0.4, -0.1, 0.3], [-0.1, -0.5, 0.3], [0.1, 0.0, 0.3], [-0.6, -0.4, -0.3], [0.1, -0.2, 0.4], [0.1, 0.7, 0.6], [-0.9, -0.3, 0.0], [-0.1, -0.3, 0.3], [0.4, 0.4, -0.1], [-0.3, 0.4, 0.2], [1.3, 0.1, -0.5], [-0.4, -0.8, -0.4], [0.0, -1.5, 0.9], [-1.0, 0.2, 0.2], [0.0, 0.7, -0.7], [2.0, 0.4, 0.7], [-1.0, -0.1, -0.2], [-0.7, 0.2, -0.1], [0.1, 0.0, 0.0], [-0.1, 0.3, 0.5], [-0.2, 0.4, -0.1], [-0.3, 0.5, 0.0], [0.2, 0.4, -0.3], [-0.5, -0.1, 0.5], [0.2, 0.6, 0.5], [-0.1, -0.4, -0.2], [0.3, -0.6, 0.4], [-0.4, -0.8, -0.5], [0.7, 0.3, 0.0], [-0.1, 0.4, -0.3], [0.1, -0.4, -0.1], [-0.3, 0.5, 0.1]], "mulliken_charge": [1.0391, 0.0448, 0.5519, 0.3053, -0.5183, 0.0943, -0.0641, 0.0243, 0.4349, 0.4463, 1.5209, -0.6850, -0.5800, -0.5601, -0.8704, -1.3619, -0.7157, 0.2426, -0.7972, -1.1775, -1.2354, -0.7817, 0.2701, 0.3827, 0.3366, 0.4405, 0.4851, 0.3413, 0.6029, 0.3344, 0.5115, -0.0399, 0.6280, 0.4518, 0.4225, 0.1079, 0.2504, -1.1845, -0.5683, 0.3118, -0.4914, -1.2214, 0.0936, -1.5165, 0.2714, 0.2982, 0.3876, 0.2275, 0.4545, 0.3070, 0.4275, 0.2175, 0.2798, 0.4124, -0.3876, 0.6387, 0.4521, 0.3600, 0.2971, -1.0177, -0.3094, 0.0811, 0.1445, -1.4389, -0.9476, -0.3511, 0.3431, 0.4449, -0.0743, 0.4567, 0.3061, 0.2428, 0.1020, 0.5763, -0.0315, 0.3553, 0.2779, 0.4883, 0.4188, 0.3565, -0.3376, -1.0935, -0.4729, 0.1970, -0.3744, -1.2294, -0.7232, -0.4140, -0.0041, 0.3040, 0.4606, 0.4374, 0.4184, 0.3930, 0.3642, 0.2346, 0.3090, 0.4017, 0.2410, 0.0459, 0.3736, -0.2528, 0.2670, -1.1376, -0.1645, 0.5568, -0.6488, -1.4446, -0.7804, -1.3813, 0.3420, 0.0980, 0.4634, -0.1250, 0.4772, 0.4672, 0.3688, 0.2960, 0.4470, 0.2681, 0.4795, 0.5064, 0.3586, 0.2252, 0.4088]}

No. 2
{"formula": "C30H83N7O8", "method": "ωB97M-V/def2-TZVPD", "homo_lumo_gap_ev": 9.521, "smiles": "COC[C@H](C)N.COC[C@H](C)N.COC[C@H](C)N.COC[C@H](C)N.COC[C@H](C)N.COC[C@H](C)N.COC[C@H](C)N.CCO", "de_lowest_kj_mol": 528.2, "elements": ["C", "C", "O", "H", "H", "H", "H", "H", "H", "C", "C", "C", "O", "C", "N", "H", "H", "H", "H", "H", "H", "H", "H", "H", "H", "H", "C", "C", "C", "O", "C", "N", "H", "H", "H", "H", "H", "H", "H", "H", "H", "H", "H", "C", "C", "C", "O", "C", "N", "H", "H", "H", "H", "H", "H", "H", "H", "H", "H", "H", "C", "C", "C", "O", "C", "N", "H", "H", "H", "H", "H", "H", "H", "H", "H", "H", "H", "C", "C", "C", "O", "C", "N", "H", "H", "H", "H", "H", "H", "H", "H", "H", "H", "H", "C", "C", "C", "O", "C", "N", "H", "H", "H", "H", "H", "H", "H", "H", "H", "H", "H", "C", "C", "C", "O", "C", "N", "H", "H", "H", "H", "H", "H", "H", "H", "H", "H", "H"], "positions_angstrom": [[-6.213, -0.729, -0.338], [-6.444, -2.228, 0.043], [-5.208, -2.924, 0.355], [-5.533, -0.686, -1.189], [-5.791, -0.083, 0.432], [-6.989, -0.055, -0.701], [-6.894, -2.849, -0.731], [-7.252, -2.280, 0.773], [-5.390, -3.733, 0.838], [-1.809, -4.834, -5.262], [-2.872, -4.242, -6.112], [-2.532, -4.418, -7.665], [-1.170, -3.933, -8.094], [-0.764, -4.303, -9.404], [-4.049, -4.941, -5.677], [-2.072, -4.493, -4.261], [-0.853, -4.391, -5.542], [-1.831, -5.921, -5.341], [-2.997, -3.195, -5.838], [-3.329, -4.007, -8.285], [-2.566, -5.483, -7.892], [0.304, -4.100, -9.482], [-1.271, -3.729, -10.179], [-0.906, -5.372, -9.561], [-3.808, -5.901, -5.479], [-4.781, -4.791, -6.357], [1.886, 0.704, 0.484], [0.589, -0.009, 0.773], [-0.381, 0.739, 1.758], [-0.676, 1.976, 1.202], [-1.721, 2.690, 1.769], [-0.144, -0.330, -0.419], [1.701, 1.776, 0.420], [2.407, 0.376, -0.415], [2.617, 0.564, 1.281], [0.759, -0.890, 1.393], [-0.109, 0.711, 2.814], [-1.333, 0.213, 1.837], [-2.619, 2.560, 1.164], [-1.397, 3.717, 1.599], [-1.917, 2.597, 2.837], [-0.857, -1.032, -0.281], [-0.662, 0.532, -0.512], [-2.272, -7.606, 1.791], [-2.606, -7.379, 3.330], [-3.689, -8.226, 3.936], [-4.915, -7.668, 3.386], [-6.029, -7.956, 4.299], [-1.288, -7.481, 3.964], [-1.838, -8.601, 1.694], [-1.567, -6.847, 1.452], [-3.192, -7.453, 1.226], [-3.037, -6.382, 3.423], [-3.698, -8.130, 5.021], [-3.549, -9.264, 3.634], [-5.995, -8.967, 4.707], [-6.904, -7.871, 3.654], [-5.916, -7.153, 5.027], [-0.506, -7.309, 3.348], [-1.169, -6.925, 4.798], [4.681, -1.421, -7.601], [4.159, 0.020, -7.498], [3.991, 0.665, -8.908], [5.262, 0.671, -9.469], [5.447, 1.178, -10.766], [2.884, 0.028, -6.742], [4.531, -1.915, -6.641], [5.712, -1.437, -7.953], [4.037, -1.992, -8.270], [4.873, 0.646, -6.963], [3.533, 1.654, -8.891], [3.309, 0.101, -9.545], [5.134, 2.211, -10.617], [4.835, 0.647, -11.495], [6.508, 1.232, -11.013], [2.375, -0.671, -7.264], [2.882, -0.423, -5.838], [-8.115, 2.633, 10.097], [-7.857, 3.549, 8.876], [-7.495, 2.691, 7.597], [-6.380, 1.846, 7.718], [-6.144, 0.883, 6.659], [-8.994, 4.489, 8.689], [-8.757, 1.764, 9.953], [-8.583, 3.070, 10.979], [-7.178, 2.144, 10.362], [-6.923, 4.040, 9.150], [-7.511, 3.485, 6.852], [-8.350, 2.081, 7.305], [-5.251, 0.380, 7.029], [-5.833, 1.485, 5.805], [-7.004, 0.254, 6.430], [-9.396, 4.771, 9.572], [-8.650, 5.378, 8.355], [5.965, 2.855, 6.545], [6.291, 3.902, 5.480], [5.837, 5.362, 5.930], [4.515, 5.437, 6.471], [3.396, 5.414, 5.628], [7.749, 3.936, 5.392], [6.175, 1.919, 6.027], [4.905, 2.818, 6.796], [6.544, 2.813, 7.467], [5.811, 3.673, 4.528], [5.821, 6.089, 5.118], [6.431, 5.854, 6.699], [3.490, 6.022, 4.728], [2.589, 5.936, 6.141], [3.158, 4.410, 5.275], [8.026, 4.653, 4.737], [7.972, 3.100, 4.870], [6.254, 6.705, -1.677], [5.884, 5.229, -1.909], [6.083, 4.748, -3.371], [7.382, 5.173, -3.817], [7.694, 4.631, -5.075], [6.706, 4.483, -1.004], [7.316, 6.911, -1.815], [5.907, 6.976, -0.680], [5.734, 7.278, -2.444], [4.861, 5.158, -1.541], [5.230, 5.150, -3.917], [6.079, 3.663, -3.260], [6.842, 4.654, -5.755], [7.955, 3.593, -4.870], [8.537, 5.129, -5.553], [7.673, 4.604, -1.273], [6.504, 3.529, -1.267]], "forces_ev_per_a": [[1.0, -0.3, -0.6], [-0.6, 0.1, -0.5], [-0.4, 1.3, 0.3], [0.4, -0.2, 0.1], [0.4, -0.7, 0.5], [-1.1, -1.0, 0.1], [0.0, 0.7, -0.8], [0.6, 0.0, 1.0], [-0.3, 0.0, 0.0], [1.0, 1.1, 0.4], [0.8, 0.0, -1.3], [1.1, -0.1, 0.0], [-1.9, -0.2, 1.1], [-0.2, -0.1, 0.6], [-0.6, 0.6, -0.7], [0.4, -0.5, 0.3], [0.2, -0.4, 0.2], [0.4, 0.0, 0.1], [0.1, 0.2, -0.4], [0.1, 0.6, -0.1], [0.2, -0.4, 0.2], [0.0, 0.1, 0.1], [-0.2, 0.0, -0.1], [-0.1, -0.2, -0.2], [-0.6, -0.2, -0.4], [-0.4, -0.7, 0.2], [0.5, 0.6, 0.4], [-0.9, -0.8, 2.4], [-0.2, -0.8, -0.5], [1.1, 0.1, 0.2], [-0.1, 1.6, -0.7], [-0.1, 0.5, -0.8], [0.1, 0.1, -0.2], [-0.5, -0.1, -0.1], [-0.1, 0.0, 0.3], [0.5, -0.6, -0.5], [1.0, 0.8, 0.2], [-0.2, -0.8, -0.5], [-0.4, -0.3, 0.3], [-0.4, 0.3, 0.2], [0.2, -0.6, 0.0], [0.1, -0.3, 0.3], [-0.4, 0.2, -1.1], [-1.3, 0.3, 1.6], [1.9, 1.1, -1.6], [-0.4, 0.4, -1.1], [0.0, -1.7, 1.2], [1.2, 0.8, -1.7], [-0.2, -0.5, 0.8], [-0.2, 0.0, -0.3], [0.1, 0.0, 0.2], [0.1, -0.5, -0.2], [0.2, 0.4, -0.1], [0.1, 0.0, 0.1], [-0.3, -0.3, 0.2], [0.2, 0.1, 0.2], [-0.2, 0.2, 0.5], [-0.8, -0.4, 0.5], [-0.3, 0.1, -0.1], [-0.1, 0.0, 0.0], [-0.2, 0.5, -0.1], [-0.2, -0.1, 0.4], [-0.4, -0.3, 0.4], [1.6, -1.1, 0.5], [-0.8, 1.1, 1.1], [-0.4, 0.1, -1.4], [0.6, 0.1, 0.2], [-0.1, -0.3, 0.1], [0.1, 0.0, -0.4], [0.1, 0.0, 0.0], [0.2, 0.4, 0.4], [-0.3, -0.6, 0.0], [-0.3, 0.5, -1.1], [0.1, 0.0, -0.2], [-0.1, -0.6, 0.1], [-1.0, 0.1, -0.2], [0.9, 0.2, 0.4], [0.0, -0.9, -0.1], [0.1, -1.5, 1.4], [-2.0, 0.7, 0.2], [0.0, 0.2, 0.4], [0.5, 2.0, 0.9], [0.8, -0.3, -0.6], [-0.3, 0.1, -0.8], [0.4, 0.7, 0.0], [0.2, 0.3, 0.3], [0.1, 0.5, -0.2], [1.0, -0.1, -0.8], [-0.4, -0.1, 0.3], [-0.4, -0.5, -0.2], [-0.2, -0.3, -0.5], [0.0, -0.1, 0.2], [0.0, -0.6, 0.3], [0.2, 0.0, -0.6], [-0.7, -0.8, -0.9], [0.0, 2.3, 2.3], [-1.2, -0.2, -0.4], [0.2, -0.2, 0.6], [0.2, 0.4, -0.5], [0.0, -0.2, -0.8], [0.0, -0.4, 0.2], [0.0, 0.2, 0.0], [0.2, 0.7, -0.2], [-0.2, -0.1, 0.0], [0.4, -0.2, -0.7], [0.5, -0.8, 0.1], [0.6, 0.2, -0.3], [-0.2, -0.7, 0.3], [-0.3, -0.2, 0.3], [0.1, 0.5, -0.1], [0.5, -0.5, 0.1], [-0.6, -0.2, -0.9], [1.1, 1.7, 0.0], [0.4, 0.8, 1.8], [-1.2, 0.7, 0.2], [0.0, -0.8, 0.2], [0.1, -1.2, 0.4], [0.0, -0.2, 0.2], [0.2, 0.2, -0.1], [-0.1, 0.4, 0.2], [-0.3, -0.5, -0.6], [0.3, -0.2, -0.8], [-0.3, -0.3, -0.7], [-0.1, 0.1, -0.1], [0.2, -0.3, -0.6], [0.0, 0.2, 0.4], [0.3, 0.2, 0.0], [0.2, -0.7, 0.6]], "mulliken_charge": [-1.0292, -0.2215, -0.5120, 0.2688, 0.2705, 0.3727, 0.2678, 0.2950, 0.2859, -1.3568, 0.3769, -0.6984, -0.2721, -0.6800, -0.6027, 0.3504, 0.3194, 0.3725, 0.2789, 0.3607, 0.3095, 0.2011, 0.2784, 0.3020, 0.2299, 0.2298, -1.3433, 0.5806, -0.8497, -0.3481, -0.8384, -0.7631, 0.2468, 0.3490, 0.3120, 0.3101, 0.4695, 0.4134, 0.2903, 0.2555, 0.3393, 0.2727, 0.3046, -1.4476, 0.5065, -0.5464, -0.2981, -0.7545, -0.6428, 0.3696, 0.3842, 0.3694, 0.1731, 0.3550, 0.2502, 0.3015, 0.2246, 0.3203, 0.2196, 0.2157, -1.3137, 0.3498, -0.7132, -0.2793, -0.7372, -0.7469, 0.4026, 0.3249, 0.2957, 0.2833, 0.4480, 0.3228, 0.3087, 0.2830, 0.2341, 0.2680, 0.2699, -1.3123, 0.5037, -0.6521, -0.3007, -0.6830, -0.7152, 0.3388, 0.3744, 0.3246, 0.1790, 0.2722, 0.3298, 0.2346, 0.2913, 0.2938, 0.2649, 0.2561, -1.2853, 0.5920, -0.8227, -0.3733, -0.7281, -0.7554, 0.3599, 0.2957, 0.3332, 0.2381, 0.4448, 0.3197, 0.3249, 0.2751, 0.2578, 0.2574, 0.2656, -1.2792, 0.1807, -0.7213, -0.2854, -0.7713, -0.6969, 0.2900, 0.3681, 0.3246, 0.4140, 0.4084, 0.3782, 0.3096, 0.3040, 0.2331, 0.3089, 0.2357]}